The following is a quantum chemistry calculation of a structure of composition C30H30MoN7O2 at a distorted geometry, from the Open Molecules 2025 dataset.

Structure (XYZ):
```
70
Properties=species:S:1:pos:R:3:mulliken_charge:R:1
H 1.38 -4.21 1.84 0.5147
H 0.56 -2.97 -4.41 0.4851
H 2.38 2.29 -2.00 0.3311
H -2.60 -2.17 -2.11 0.5056
N -1.55 -1.68 3.27 0.1905
C 3.11 0.48 1.69 -1.7963
Mo 0.06 0.28 -0.25 -0.2229
C 1.40 -2.33 -4.63 -0.4226
H 3.49 1.25 -1.10 0.3171
C -5.51 -0.65 0.29 -0.7958
N -1.04 -1.10 -1.41 0.5990
C 3.19 -2.81 -0.47 -0.8416
C -4.52 -1.32 -0.39 -0.7070
C 0.80 1.39 3.63 -1.7109
H 4.39 0.01 -5.39 0.4265
H 2.77 0.60 -3.60 0.3085
H 2.87 -0.33 2.39 0.3278
H 3.66 0.06 0.86 0.4240
C 0.88 1.73 2.17 1.0367
C 1.74 1.87 0.01 -0.9445
C -0.12 -1.90 1.80 0.1243
H -6.49 -1.08 0.41 0.4217
C 3.38 -1.82 -5.90 -0.3739
C 2.31 -2.65 -5.63 -0.7332
C -2.96 0.51 -0.04 0.5977
C -1.54 -0.54 2.57 -0.9966
O 0.87 0.32 -2.13 -0.4501
N 2.81 -3.74 0.40 -0.5511
C 2.80 2.09 -1.01 -1.6664
H 0.22 3.17 -1.97 0.3814
C 1.00 -2.31 0.94 0.0638
H -2.13 -1.92 4.06 0.2346
C 0.53 2.61 0.08 1.5732
H -3.79 2.21 0.96 0.4465
H 2.18 -3.57 -6.19 0.4176
H 2.77 -0.91 -1.40 0.8162
H -1.40 3.05 2.96 0.3541
C -1.09 3.35 1.96 -1.5602
H -0.21 1.47 4.02 0.4007
H -1.94 3.26 1.28 0.1428
C 3.56 -0.65 -5.17 -0.8815
C 1.89 1.23 1.26 1.2578
C 2.65 -0.32 -4.17 -0.0139
C -3.99 1.21 0.61 -0.3662
H -2.18 0.30 2.75 0.6202
H -1.03 3.72 -0.86 0.4152
C 0.07 2.56 1.46 1.5528
H 4.09 -2.07 -6.68 0.4080
N -0.63 -0.66 1.62 1.4584
N -0.65 -2.56 2.80 -0.8625
C -3.24 -0.77 -0.54 0.5040
H 1.16 0.37 3.82 0.3377
H 4.09 -3.00 -1.04 0.4608
C 1.57 -1.15 -3.90 0.6478
H -4.72 -2.30 -0.81 0.4538
C 0.65 -0.80 -2.80 -0.0799
C 1.72 -3.48 1.11 -0.6991
N -0.30 -1.63 -2.49 -0.9148
O -1.76 1.08 -0.16 -0.3636
H 3.40 2.96 -0.72 0.3812
C 0.04 3.55 -0.96 -2.1290
N 1.36 -1.39 0.03 1.5212
H 1.43 2.06 4.22 0.3836
H -0.84 4.41 2.00 0.3288
C -2.28 -1.42 -1.39 -0.6257
H -6.00 1.19 1.29 0.4503
C -5.23 0.63 0.77 -0.7089
H 0.54 4.52 -0.87 0.3041
C 2.47 -1.65 -0.66 -0.9177
H 3.79 1.16 2.21 0.4088
```

Properties
frontier orbital gap (spin up / spin down): 0.224 / 0.260 hartree
net charge: +1
M: 616.56 g mol⁻¹
energy above the lowest of the compared OMol25 structures with the same formula, charge and spin: 0.00 kJ/mol
lowest unoccupied orbital energy (spin up / spin down): -3.810 / -3.861 eV
2S+1: 3
HOMO (spin up / spin down): -9.89 / -10.94 eV


The following is a quantum chemistry calculation of a structure of composition C3H5N3O, from the Open Molecules 2025 dataset.

Structure (XYZ):
```
12
Properties=species:S:1:pos:R:3:mulliken_charge:R:1
O -2.70 0.69 0.12 -0.4948
N 2.08 0.16 0.01 -0.1884
C 0.22 -1.27 -0.18 -1.1211
C -1.42 0.28 0.05 0.4262
C 0.62 0.03 0.00 0.2113
H 2.51 0.67 -0.77 0.3447
N -1.15 -1.04 -0.13 0.1836
H 2.21 -0.87 -0.14 0.4242
H 2.52 0.44 0.88 0.3442
H -2.69 1.65 0.24 0.3519
H -1.86 -1.76 -0.23 0.1900
N -0.34 1.02 0.14 -0.6718
```

Properties
frontier orbital gap: 0.289 hartree
M: 99.09 g mol⁻¹
energy above the lowest of the compared OMol25 structures with the same formula, charge and spin: 318.68 kJ/mol
lowest unoccupied orbital energy: 0.373 eV
HOMO: -7.50 eV


The following is a quantum chemistry calculation of an isolated molecule of C20H29NO3, from the Open Molecules 2025 dataset.

Structure (XYZ):
```
53
Properties=species:S:1:pos:R:3:mulliken_charge:R:1
H 3.33 -0.89 -1.79 0.3745
C -2.47 -2.10 -0.52 1.4745
H -1.13 -3.77 -0.20 0.3602
H 3.71 -1.06 0.66 0.3441
H -4.49 -2.24 0.31 0.3856
N -1.84 -1.24 0.52 0.3964
C 5.72 0.85 0.80 -0.6647
H -4.24 -0.85 -0.77 0.4043
C -2.07 1.52 -0.41 0.0698
H -3.83 4.24 -1.38 0.3860
C -2.38 2.69 -1.08 -1.0845
O 1.54 -0.36 1.53 -0.2669
C 6.10 0.86 -0.68 -0.6188
H 5.84 1.83 -1.11 0.3287
H -2.29 -2.42 -2.64 0.5001
H 3.94 0.99 2.01 0.3122
C 4.21 1.02 0.96 -0.8936
H -3.59 -0.79 1.54 0.3673
H -0.22 0.71 1.56 0.4537
H -2.15 -0.04 2.19 0.6587
C -2.97 0.97 0.50 1.1707
C 1.98 0.13 0.36 0.1389
C 0.13 -0.32 1.70 -0.7011
H -1.12 1.04 -0.60 0.5143
C -0.50 -1.28 0.67 1.0176
O 0.24 -2.04 0.07 -0.6893
C -4.49 2.79 0.06 -0.6587
C -2.20 -3.56 -0.17 -1.7495
H -1.68 3.10 -1.79 0.4677
H 7.18 0.72 -0.78 0.3203
C -1.88 -1.75 -1.89 -1.6229
H -4.36 -2.48 -1.43 0.4804
C -3.98 -1.89 -0.59 -1.8568
H 6.02 -0.10 1.24 0.3490
C -3.59 3.33 -0.85 -0.4458
C -4.18 1.62 0.73 -0.4321
H -0.05 -0.66 2.72 0.3197
H -0.80 -1.85 -1.88 0.3759
C -2.66 -0.30 1.26 -2.1868
H 6.23 1.65 1.33 0.3346
H -2.70 -4.21 -0.88 0.4745
H 5.67 -1.22 -1.04 0.3400
H 3.53 0.86 -1.72 0.2768
C 3.86 -0.08 -1.27 -0.9045
C 5.36 -0.25 -1.43 -0.7048
H -5.43 3.28 0.24 0.3897
O 1.27 0.72 -0.42 -0.5951
H 5.63 -0.22 -2.49 0.3575
H -2.57 -3.79 0.83 0.3609
H 3.91 1.99 0.55 0.3363
C 3.46 -0.09 0.20 0.5448
H -2.13 -0.72 -2.16 0.3111
H -4.88 1.20 1.43 0.3793
```

Properties
frontier orbital gap: 0.363 hartree
M: 331.46 g mol⁻¹
energy above the lowest of the compared OMol25 structures with the same formula, charge and spin: 0.00 kJ/mol
lowest unoccupied orbital energy: 0.735 eV
HOMO: -9.14 eV


The following is a quantum chemistry calculation of an isolated molecule of CH3NO2S at a distorted geometry, from the Open Molecules 2025 dataset.

Structure (XYZ):
```
8
Properties=species:S:1:pos:R:3:mulliken_charge:R:1
H 3.07 0.85 -0.07 0.1103
H -0.17 -2.18 -1.33 0.2909
C 2.20 1.64 0.17 0.3115
O 2.40 2.59 0.78 -0.4354
H -0.71 -1.74 0.21 0.2698
N -0.19 -1.42 -0.62 -0.4760
O 1.08 1.16 -0.06 -0.2265
S 1.33 -0.67 -0.35 0.1553
```

Properties
frontier orbital gap: 0.344 hartree
M: 93.11 g mol⁻¹
energy above the lowest of the compared OMol25 structures with the same formula, charge and spin: 167.71 kJ/mol
lowest unoccupied orbital energy: -0.328 eV
HOMO: -9.70 eV


DFT total energy (eV)
-47974.3424, -9707.2809, -28844.6963, -17503.7318